14
Properties=species:S:1:pos:R:3:forces:R:3:mulliken_charge:R:1 method="wB97M-V/def2-TZVPD" gap_ev=8.43 e_homo_ev=-7.97 e_lumo_ha=0.0169 smiles="[H]/N=c1/cc(O)[nH]n1N" relative_energy_kcal_mol=93.1
H 1.66220 -1.34473 1.22145 0.241 -0.604 -0.425 0.200
H -0.98338 -1.37667 -0.90198 0.563 0.993 1.918 0.274
N 1.81530 1.60991 0.00197 -0.618 -0.756 -0.694 -0.731
N -0.66110 -0.83096 -0.02068 -2.377 -3.028 -1.343 -0.505
N 0.68369 -0.45753 -0.21078 -3.953 4.119 -1.639 0.317
C 0.69348 0.95552 -0.04229 2.261 1.292 0.295 0.514
H 2.64069 1.00381 -0.29420 -1.611 0.713 0.755 0.272
H -1.26896 2.51040 -0.06461 2.300 -2.880 1.087 0.221
H 1.83017 -1.89190 -0.44416 0.822 -1.721 -0.262 0.214
C -0.70370 1.43613 0.15972 -3.143 0.762 -1.360 -0.681
H -3.03047 -0.80742 0.24864 -0.133 -0.989 0.298 0.354
O -2.82788 0.08847 0.02148 0.616 1.473 -0.118 -0.493
C -1.50725 0.29809 0.11310 3.358 0.943 -0.518 0.609
N 1.65722 -1.19310 0.21232 1.675 -0.315 2.007 -0.564

14
Properties=species:S:1:pos:R:3:forces:R:3:mulliken_charge:R:1 method="wB97M-V/def2-TZVPD" gap_ev=9.15 e_homo_ev=-9.09 e_lumo_ha=0.0020 smiles="[H]/N=C(/N)NC(=O)N=C" relative_energy_kcal_mol=25.5
H -1.61933 1.43322 -0.47021 -0.081 -0.045 0.082 0.243
N -2.10125 0.94931 0.27416 0.041 -0.108 -0.584 -0.409
H 0.74154 -0.86394 0.93405 -3.350 1.183 0.110 0.381
C -1.41460 0.04221 1.01520 0.830 0.496 1.286 0.532
H 2.13061 -0.36616 -2.51226 -0.003 0.115 -0.009 0.234
N -0.11755 -0.25813 0.54403 1.899 -1.139 0.143 -0.191
C 2.44676 -0.68748 -1.51824 -0.311 0.312 -0.441 -0.245
N -1.84662 -0.36211 2.13759 -0.473 -0.321 0.130 -0.750
O 0.20047 1.12800 -1.30939 0.105 -0.179 -0.145 -0.636
H 3.39693 -1.19653 -1.42457 0.052 -0.174 0.049 0.258
H -1.21127 -0.98427 2.62340 0.058 -0.014 -0.198 0.212
H -2.87909 1.39086 0.73202 0.027 -0.117 0.017 0.246
N 1.75382 -0.48021 -0.48985 1.164 0.246 -0.376 -0.447
C 0.51958 0.25523 -0.53593 0.042 -0.256 -0.064 0.573

14
Properties=species:S:1:pos:R:3:forces:R:3:mulliken_charge:R:1 method="wB97M-V/def2-TZVPD" gap_ev=9.55 e_homo_ev=-8.99 e_lumo_ha=0.0206 relative_energy_kcal_mol=82.0
H 2.66114 0.87090 0.63526 1.951 -0.385 -2.324 0.308
O 0.19698 1.13326 0.03528 2.141 -1.805 0.025 -0.289
C 1.86072 -0.75599 0.17502 1.713 -1.134 -1.535 -0.618
H 1.76090 -1.44535 -0.67187 0.724 -0.559 0.295 0.311
H -2.86577 -1.42280 0.04584 -1.365 0.582 -0.390 0.280
H 2.08863 -1.39634 1.07662 -0.722 1.048 -0.755 0.320
N -1.15104 1.10635 0.11925 -2.241 0.142 0.182 -0.145
C 0.48197 -0.22787 0.02714 1.087 1.474 0.821 0.567
H 2.75925 0.50729 -1.05158 0.341 0.754 0.137 0.310
N -0.48037 -1.02455 -0.09922 -2.154 -0.345 0.408 -0.457
N 3.02765 0.17270 -0.12996 -3.294 0.404 3.055 -0.625
H -1.61618 1.91884 -0.27960 0.305 -0.444 -0.046 0.275
N -2.90882 -0.37940 -0.03727 1.856 -2.703 0.250 -0.671
C -1.63864 -0.22021 -0.03657 -0.341 2.971 -0.123 0.434

14
Properties=species:S:1:pos:R:3:forces:R:3:mulliken_charge:R:1 method="wB97M-V/def2-TZVPD" gap_ev=8.28 e_homo_ev=-8.47 e_lumo_ha=-0.0072 relative_energy_kcal_mol=161.1
N -1.25079 0.09269 -1.47569 -1.150 0.584 2.419 -0.179
N -1.11999 -0.78398 -2.63637 2.833 0.586 1.370 -0.574
H -0.24813 -0.28419 -2.98190 -1.212 -2.029 -0.523 0.269
O 0.34016 1.00035 3.15100 0.059 -4.397 0.970 -0.502
H -0.95685 -1.83245 -2.40638 0.102 2.351 -0.125 0.241
N -0.90603 0.38195 1.07321 3.082 1.893 -1.964 -0.629
H 0.30078 0.00184 3.94503 0.091 3.986 -4.002 0.365
C 1.43083 0.23806 1.01375 -1.284 1.571 0.901 -0.467
C 0.97142 0.06670 -0.29418 0.151 -0.155 1.031 -0.505
C -0.41408 0.29081 -0.25117 -2.058 -2.764 0.602 0.479
N 0.35130 0.62919 1.77266 -2.386 -1.682 -0.492 0.511
H 2.33931 0.39845 1.56887 0.620 -0.518 -0.628 0.434
H -2.24677 0.23475 -1.33903 0.500 0.095 0.454 0.259
H 1.40885 -0.43415 -1.13982 0.652 0.478 -0.014 0.299

14
Properties=species:S:1:pos:R:3:forces:R:3:mulliken_charge:R:1 method="wB97M-V/def2-TZVPD" gap_ev=8.46 e_homo_ev=-8.00 e_lumo_ha=0.0171 relative_energy_kcal_mol=117.3
C 0.93284 -0.35989 -0.54690 -0.868 -3.269 -1.986 0.781
N -0.40266 -0.08942 -0.46282 0.701 -1.910 -2.318 0.690
N -0.68529 0.86367 0.43706 0.551 1.913 1.676 -0.271
H 2.37948 -1.38977 -1.05198 -0.579 -0.257 -0.649 0.197
H -2.35726 0.59050 1.22581 0.207 -0.140 0.325 0.357
H 0.51176 1.99150 1.78317 0.628 -1.508 -0.732 0.373
H 2.69196 0.42188 0.57240 -1.949 0.546 -0.458 0.273
C 0.59936 1.14689 1.03991 -0.022 1.616 -1.128 -0.367
N -1.35448 -0.90544 -1.07385 -0.622 -0.383 0.119 -0.882
N 1.36498 -1.37097 -1.25646 0.658 1.308 0.921 -0.814
C 1.57468 0.50738 0.33807 1.871 1.527 3.419 -0.474
H -1.82943 -0.48488 -1.87154 0.479 0.498 0.141 0.228
O -1.45334 0.41915 1.53757 -1.128 -0.505 0.006 -0.413
H -0.86887 -1.73369 -1.45241 0.072 0.564 0.664 0.323

14
Properties=species:S:1:pos:R:3:forces:R:3:mulliken_charge:R:1 method="wB97M-V/def2-TZVPD" gap_ev=7.26 e_homo_ev=-8.20 e_lumo_ha=-0.0345 relative_energy_kcal_mol=261.3
H 0.74900 2.08164 -0.48137 0.309 -0.038 -0.043 0.415
C 0.69208 -0.22789 -0.23354 -4.514 -0.172 0.686 0.238
H 1.74369 -1.65042 0.77110 0.971 2.513 -3.880 0.358
H 1.86384 1.34706 0.56803 2.954 -3.612 -0.661 0.405
C 0.29346 1.17490 -0.11514 -0.639 -1.146 -0.660 -0.788
N -0.51768 -0.97049 -0.04922 1.984 0.633 -0.810 -0.755
H -2.56617 -1.79161 0.32103 -0.384 5.170 -1.064 0.444
C -1.14720 1.15634 0.05057 3.743 2.647 -0.074 -0.554
O -2.71706 -0.36168 0.02769 -3.619 -7.284 1.244 -0.704
N -1.48725 -0.05761 0.04338 3.116 -1.307 -0.081 1.125
H 3.40458 0.21536 -0.72255 -1.611 1.423 4.357 0.272
N 1.96366 -0.85762 -0.21770 -3.297 -1.193 5.682 -0.271
H -1.83838 1.94953 0.18900 -0.376 0.406 -0.141 0.450
N 2.80554 0.18883 0.35525 1.361 1.959 -4.554 -0.635

14
Properties=species:S:1:pos:R:3:forces:R:3:mulliken_charge:R:1 method="wB97M-V/def2-TZVPD" gap_ev=7.92 e_homo_ev=-7.99 e_lumo_ha=-0.0026 smiles="N=C(N)N.N=C=C=O" relative_energy_kcal_mol=77.6
H 0.50952 -0.68744 -1.72122 -0.008 0.133 0.017 0.263
N 1.58019 0.07322 1.20059 0.066 0.264 0.568 -0.679
H 1.96123 0.10507 -1.38772 -0.088 -0.045 0.056 0.230
H 2.42839 0.54773 0.91427 -0.046 -0.026 -0.221 0.230
H -0.47451 2.58227 0.42115 -0.368 -0.252 0.141 0.248
N 1.26607 -0.55142 -1.06860 0.003 -0.188 -0.114 -0.472
O -2.93500 -0.70059 -0.00537 0.014 0.241 0.373 -0.489
H -0.52318 -1.89849 0.05025 -0.001 -0.004 0.061 0.278
C 0.92629 -0.46413 0.26178 0.449 -0.205 -0.092 0.470
C -2.08010 0.11515 0.07504 -1.510 -1.211 -0.096 0.559
N -0.63111 2.07290 -0.45107 0.657 0.585 -0.426 -0.544
N -0.29192 -1.06861 0.58009 0.210 -0.224 -0.088 -0.539
C -1.32916 1.05642 -0.44824 0.549 0.969 -0.101 0.171
H -0.40670 -1.18208 1.57904 0.074 -0.035 -0.078 0.274

14
Properties=species:S:1:pos:R:3:forces:R:3:mulliken_charge:R:1 method="wB97M-V/def2-TZVPD" gap_ev="6.66 / 7.04" e_homo_ev="-7.81 / -7.89" e_lumo_ha="-0.0424 / -0.0310" relative_energy_kcal_mol=211.5
O -2.92252 -0.94632 0.08901 -0.471 -0.953 0.460 -0.162
C -2.18887 0.21067 0.27050 3.026 1.122 -1.077 0.330
H 3.30093 -0.91714 0.69831 -1.542 -0.570 -0.184 0.240
N 0.17337 -0.38089 0.22356 1.713 -6.126 1.979 0.283
H -0.73922 1.52572 -0.10161 0.697 -0.562 0.145 0.329
H -3.91045 0.79370 0.29512 -1.218 0.852 -0.280 0.314
H -3.12627 1.92206 1.09468 0.805 1.018 1.836 0.247
H 2.39074 -2.12758 -0.40324 -0.182 1.568 1.675 0.228
C -0.80933 0.42319 0.06200 -3.920 4.026 -0.271 -0.125
H 1.84533 -2.02428 1.43176 1.063 1.706 -2.200 0.257
N -2.58332 -2.16706 -0.31208 0.460 1.792 0.392 -0.144
N -3.05935 1.33214 0.32647 -0.369 -3.811 -2.024 -0.492
C 2.26744 -1.34850 0.48635 0.313 -4.115 1.172 -0.493
N 1.39548 -0.33665 0.08618 -0.374 4.054 -1.623 -0.811